[1]
{"formula": "C25H45Cl24N3O19S4", "method": "ωB97M-V with the def2-TZVPD basis set", "total_charge": 0, "mol_weight_g_mol": 1670.78, "homo_ev": -9.995, "lumo_ev": -0.1, "largest_force_ev_per_a": 4.325, "elements": ["C", "C", "O", "N", "C", "H", "H", "H", "H", "H", "H", "H", "C", "C", "O", "N", "C", "H", "H", "H", "H", "H", "H", "H", "C", "C", "O", "N", "C", "H", "H", "H", "H", "H", "H", "H", "C", "Cl", "Cl", "Cl", "H", "C", "Cl", "Cl", "Cl", "H", "C", "Cl", "Cl", "Cl", "H", "C", "Cl", "Cl", "Cl", "H", "C", "Cl", "Cl", "Cl", "H", "C", "Cl", "Cl", "Cl", "H", "C", "Cl", "Cl", "Cl", "H", "C", "Cl", "Cl", "Cl", "H", "C", "C", "O", "S", "O", "O", "O", "H", "H", "H", "H", "C", "C", "O", "S", "O", "O", "O", "H", "H", "H", "H", "C", "C", "O", "S", "O", "O", "O", "H", "H", "H", "H", "C", "C", "O", "S", "O", "O", "O", "H", "H", "H", "H"], "coordinates": [[-9.380, -0.903, 22.418], [-8.492, -1.063, 23.645], [-8.120, -2.212, 23.993], [-8.259, 0.011, 24.373], [-7.460, -0.010, 25.589], [-10.176, -0.252, 22.650], [-9.809, -1.890, 22.354], [-8.809, -0.726, 21.540], [-8.734, 0.842, 24.127], [-7.539, 0.940, 26.106], [-6.429, -0.117, 25.270], [-7.774, -0.904, 26.091], [-9.147, -5.483, 20.213], [-9.724, -4.991, 21.524], [-10.616, -4.139, 21.570], [-9.258, -5.592, 22.632], [-9.618, -5.130, 23.921], [-9.201, -4.695, 19.443], [-9.768, -6.270, 19.856], [-8.129, -5.785, 20.262], [-8.582, -6.337, 22.608], [-9.578, -4.066, 24.002], [-8.878, -5.521, 24.653], [-10.569, -5.610, 24.200], [-9.006, -9.377, 20.922], [-7.696, -8.677, 21.161], [-7.481, -7.778, 21.971], [-6.710, -9.030, 20.301], [-5.475, -8.281, 20.293], [-9.151, -10.038, 21.736], [-9.018, -9.828, 19.916], [-9.800, -8.625, 20.904], [-7.133, -9.378, 19.453], [-4.704, -8.726, 19.635], [-5.141, -8.185, 21.338], [-5.716, -7.267, 19.984], [-5.800, -4.250, 23.455], [-4.896, -2.750, 23.640], [-5.541, -5.142, 24.952], [-5.305, -5.197, 22.061], [-6.830, -3.954, 23.411], [-12.519, -2.238, 23.923], [-13.433, -1.238, 22.755], [-13.564, -3.303, 24.870], [-11.687, -1.211, 25.050], [-11.770, -2.896, 23.395], [-4.321, -4.162, 18.008], [-3.940, -3.570, 16.383], [-3.035, -4.859, 18.910], [-5.660, -5.334, 17.805], [-4.717, -3.314, 18.570], [-14.972, -7.660, 24.301], [-15.928, -9.159, 24.198], [-13.317, -8.024, 24.702], [-15.706, -6.631, 25.555], [-14.956, -7.093, 23.400], [-11.404, -2.244, 17.700], [-11.929, -3.855, 17.096], [-10.340, -1.519, 16.465], [-10.645, -2.241, 19.267], [-12.333, -1.749, 17.759], [-5.456, -0.508, 20.453], [-6.292, -2.099, 20.603], [-6.168, 0.701, 21.526], [-5.649, 0.055, 18.773], [-4.415, -0.591, 20.732], [-14.344, -10.186, 20.767], [-14.500, -9.668, 19.050], [-12.822, -9.780, 21.484], [-14.656, -11.964, 20.855], [-15.113, -9.661, 21.344], [-8.164, -4.742, 14.582], [-7.955, -2.986, 14.124], [-6.760, -5.635, 14.095], [-9.671, -5.393, 13.869], [-8.297, -4.785, 15.629], [-12.573, -5.557, 20.159], [-13.335, -4.557, 21.018], [-14.739, -4.689, 20.511], [-14.985, -6.147, 20.045], [-15.848, -6.112, 18.882], [-15.185, -7.006, 21.176], [-13.559, -6.424, 19.405], [-12.064, -6.257, 20.783], [-11.899, -5.078, 19.472], [-13.047, -3.525, 20.845], [-13.348, -4.852, 22.019], [-9.451, -2.986, 27.130], [-10.722, -3.796, 27.416], [-10.336, -4.740, 28.430], [-8.819, -5.036, 28.257], [-8.714, -5.923, 27.141], [-8.180, -5.184, 29.491], [-8.401, -3.608, 27.810], [-9.587, -1.977, 27.511], [-9.212, -3.016, 26.043], [-10.997, -4.358, 26.536], [-11.549, -3.253, 27.930], [-7.334, -9.736, 25.258], [-8.371, -8.635, 24.954], [-9.570, -9.200, 24.463], [-9.569, -10.764, 24.887], [-9.851, -11.463, 23.668], [-10.350, -10.864, 26.079], [-8.144, -11.023, 25.239], [-6.901, -9.577, 26.265], [-6.604, -9.914, 24.427], [-7.935, -7.913, 24.257], [-8.641, -8.077, 25.823], [-11.115, -8.300, 15.623], [-11.396, -7.659, 16.951], [-10.314, -7.975, 17.830], [-9.006, -8.134, 16.939], [-8.304, -9.279, 17.390], [-8.375, -6.808, 16.937], [-9.623, -8.363, 15.549], [-11.498, -7.686, 14.854], [-11.468, -9.361, 15.582], [-12.358, -8.039, 17.419], [-11.351, -6.579, 17.011]]}

[2]
{"formula": "C25H45Cl4N3O15", "method": "ωB97M-V with the def2-TZVPD basis set", "total_charge": 0, "mol_weight_g_mol": 769.45, "homo_ev": -8.906, "lumo_ev": -0.3, "largest_force_ev_per_a": 12.885, "elements": ["C", "C", "O", "C", "O", "O", "H", "H", "H", "H", "C", "C", "O", "C", "O", "O", "H", "H", "H", "H", "C", "C", "O", "C", "O", "O", "H", "H", "H", "H", "C", "C", "O", "C", "O", "O", "H", "H", "H", "H", "C", "C", "O", "N", "C", "H", "H", "H", "H", "H", "H", "H", "C", "C", "O", "N", "C", "H", "H", "H", "H", "H", "H", "H", "C", "C", "O", "N", "C", "H", "H", "H", "H", "H", "H", "H", "Cl", "C", "C", "Cl", "H", "H", "H", "H", "Cl", "C", "C", "Cl", "H", "H", "H", "H"], "coordinates": [[0.887, -1.757, -0.622], [1.069, -0.218, -0.368], [0.122, 0.104, 0.576], [-0.694, -0.994, 0.807], [-1.756, -0.993, 1.455], [-0.199, -2.089, 0.209], [1.830, -2.217, -0.326], [0.782, -2.013, -1.676], [0.806, 0.314, -1.282], [2.079, 0.029, -0.039], [2.818, -0.138, -3.209], [3.025, -1.219, -2.099], [2.201, -2.278, -2.422], [1.790, -2.158, -3.690], [1.163, -3.004, -4.275], [2.208, -0.923, -4.214], [3.731, 0.377, -3.507], [2.051, 0.543, -2.839], [2.763, -0.754, -1.148], [4.068, -1.537, -2.078], [2.564, 3.236, -0.412], [3.836, 2.434, -0.514], [3.724, 1.429, 0.440], [2.492, 1.326, 0.820], [2.122, 0.432, 1.558], [1.763, 2.372, 0.295], [2.145, 3.308, -1.415], [2.651, 4.224, 0.041], [4.633, 3.133, -0.264], [3.978, 2.005, -1.506], [-3.575, 0.651, 2.715], [-3.677, -0.775, 2.279], [-3.591, -1.498, 3.502], [-3.067, -0.747, 4.463], [-2.874, -1.088, 5.590], [-2.921, 0.549, 3.944], [-4.554, 1.120, 2.818], [-3.023, 1.212, 1.960], [-2.857, -1.135, 1.657], [-4.608, -0.900, 1.727], [-0.200, 2.038, -0.947], [0.720, 2.099, -2.151], [1.740, 1.420, -2.160], [0.386, 2.927, -3.093], [1.186, 3.312, -4.255], [-1.177, 2.354, -1.313], [0.192, 2.853, -0.337], [-0.207, 1.155, -0.307], [-0.518, 3.368, -3.003], [0.614, 3.798, -5.046], [1.842, 2.558, -4.691], [1.970, 4.002, -3.945], [1.186, -4.055, 1.844], [2.355, -3.306, 1.171], [2.759, -3.801, 0.128], [2.854, -2.146, 1.673], [4.055, -1.424, 1.242], [0.414, -4.116, 1.077], [0.745, -3.435, 2.624], [1.327, -5.075, 2.201], [2.354, -1.753, 2.458], [4.690, -1.142, 2.083], [3.968, -0.485, 0.696], [4.625, -2.051, 0.556], [-2.036, 0.590, -0.842], [-3.003, 1.573, -0.200], [-2.568, 2.484, 0.448], [-4.332, 1.428, -0.401], [-5.297, 2.309, 0.169], [-1.347, 0.218, -0.084], [-1.380, 1.013, -1.602], [-2.645, -0.233, -1.217], [-4.618, 0.657, -0.987], [-6.015, 2.358, -0.650], [-4.834, 3.295, 0.158], [-5.757, 2.076, 1.129], [-0.336, -5.530, 0.847], [-0.954, -3.873, 0.497], [-2.469, -3.830, 0.532], [-3.199, -4.835, -0.756], [-0.770, -3.577, -0.536], [-0.470, -3.192, 1.198], [-2.806, -2.805, 0.383], [-2.845, -4.177, 1.495], [-0.145, 1.391, 3.758], [-1.168, 1.359, 2.314], [-0.475, 2.146, 1.259], [-0.550, 3.876, 1.493], [-2.074, 1.887, 2.615], [-1.369, 0.309, 2.102], [-0.855, 1.872, 0.275], [0.536, 1.755, 1.145]]}

[3]
{"formula": "C25H45CoN2OP3Se", "method": "ωB97M-V with the def2-TZVPD basis set", "spin_multiplicity": 5, "total_charge": 3, "mol_weight_g_mol": 620.46, "homo_ev": [-14.427, -15.828], "lumo_ev": [-7.3, -11.4], "largest_force_ev_per_a": 2.538, "elements": ["Co", "P", "P", "P", "H", "C", "C", "H", "C", "C", "C", "C", "C", "C", "C", "C", "C", "H", "H", "H", "H", "H", "H", "H", "H", "H", "H", "H", "H", "H", "H", "H", "H", "H", "H", "H", "H", "H", "H", "H", "H", "H", "H", "H", "H", "H", "C", "C", "C", "C", "C", "C", "O", "H", "H", "H", "H", "H", "H", "C", "N", "C", "Se", "N", "C", "C", "C", "C", "C", "C", "H", "H", "H", "H", "H", "H", "H", "H"], "coordinates": [[0.105, 0.130, -0.223], [1.659, 0.881, 0.970], [-0.791, 1.834, -1.203], [1.418, -0.392, -1.923], [-1.927, -1.569, -0.398], [-0.856, -1.729, -0.573], [0.025, -1.868, 0.528], [-0.404, -1.945, 1.537], [1.332, 1.340, 2.700], [2.401, 2.460, 0.379], [3.148, -0.166, 1.181], [-2.246, 1.086, -2.020], [-1.441, 3.219, -0.186], [0.009, 2.831, -2.526], [2.261, -2.016, -1.733], [2.836, 0.596, -2.567], [0.562, -0.670, -3.527], [-0.589, -2.198, -1.529], [0.977, -2.395, 0.399], [1.459, 0.466, 3.352], [0.315, 1.732, 2.817], [2.048, 2.121, 2.993], [1.624, 3.221, 0.209], [2.963, 2.306, -0.550], [3.084, 2.818, 1.162], [2.854, -1.173, 1.503], [3.787, 0.282, 1.954], [3.723, -0.242, 0.249], [-2.828, 1.883, -2.499], [-2.863, 0.572, -1.270], [-1.928, 0.361, -2.780], [-1.671, 4.064, -0.852], [-0.684, 3.542, 0.543], [-2.349, 2.920, 0.354], [-0.690, 3.640, -2.784], [0.223, 2.240, -3.425], [0.940, 3.279, -2.148], [2.811, -2.219, -2.660], [1.533, -2.817, -1.566], [2.966, -1.992, -0.894], [3.255, 0.055, -3.430], [3.628, 0.713, -1.818], [2.499, 1.585, -2.903], [1.235, -1.239, -4.186], [0.313, 0.275, -4.023], [-0.364, -1.239, -3.390], [-2.292, -0.993, -6.227], [-3.395, -1.145, -7.100], [-3.710, -2.435, -7.528], [-2.927, -3.535, -7.140], [-1.757, -3.328, -6.396], [-1.395, -2.044, -5.995], [-2.113, 0.133, -5.463], [-2.803, 0.787, -5.694], [-3.989, -0.275, -7.395], [-4.578, -2.588, -8.169], [-3.218, -4.542, -7.431], [-1.116, -4.166, -6.120], [-0.462, -1.843, -5.462], [-3.299, 1.408, 4.391], [-2.351, 0.305, 4.448], [-1.649, -0.167, 3.380], [-1.897, 0.453, 1.636], [-0.789, -1.106, 3.883], [-0.909, -1.192, 5.275], [-0.063, -1.754, 6.225], [-0.293, -1.397, 7.566], [-1.320, -0.502, 7.928], [-2.150, 0.068, 6.952], [-1.910, -0.300, 5.630], [-3.696, 1.564, 5.395], [-4.113, 1.158, 3.698], [-2.799, 2.327, 4.049], [-0.099, -1.593, 3.315], [0.722, -2.439, 5.899], [0.335, -1.810, 8.352], [-1.463, -0.236, 8.977], [-2.936, 0.782, 7.189]]}

[4]
{"formula": "C25H45EuN2P3Se2", "method": "ωB97M-V with the def2-TZVPD basis set", "spin_multiplicity": 7, "total_charge": 3, "mol_weight_g_mol": 776.46, "homo_ev": [-12.499, -15.474], "lumo_ev": [-7.8, -11.8], "largest_force_ev_per_a": 1.922, "elements": ["Eu", "P", "P", "P", "H", "C", "C", "H", "C", "C", "C", "C", "C", "C", "C", "C", "C", "H", "H", "H", "H", "H", "H", "H", "H", "H", "H", "H", "H", "H", "H", "H", "H", "H", "H", "H", "H", "H", "H", "H", "H", "H", "H", "H", "H", "H", "C", "C", "C", "C", "C", "C", "Se", "H", "H", "H", "H", "H", "H", "C", "N", "C", "Se", "N", "C", "C", "C", "C", "C", "C", "H", "H", "H", "H", "H", "H", "H", "H"], "coordinates": [[-0.494, -1.664, 0.026], [-0.002, 1.400, 1.398], [-2.664, 0.471, -0.149], [2.279, -0.478, -0.337], [-1.428, -3.664, -7.223], [-0.617, -4.304, -6.819], [-0.712, -4.841, -5.580], [-1.578, -4.668, -4.910], [0.319, 2.913, 0.352], [-1.220, 2.189, 2.544], [1.478, 1.621, 2.483], [-3.032, -0.652, -1.577], [-4.254, 0.363, 0.789], [-2.902, 2.118, -0.931], [2.771, -1.588, -1.751], [3.634, -0.952, 0.815], [3.001, 1.102, -0.952], [0.199, -4.473, -7.551], [0.069, -5.508, -5.184], [0.462, 3.775, 1.028], [-0.520, 3.101, -0.331], [1.204, 2.772, -0.285], [-0.903, 3.227, 2.730], [-1.227, 1.641, 3.495], [-2.224, 2.163, 2.098], [1.467, 2.650, 2.874], [2.416, 1.430, 1.947], [1.412, 0.917, 3.319], [-4.124, -0.633, -1.706], [-2.706, -1.696, -1.370], [-2.528, -0.278, -2.484], [-5.070, 0.868, 0.253], [-4.148, 0.817, 1.783], [-4.523, -0.688, 0.949], [-3.965, 2.292, -1.168], [-2.332, 2.168, -1.875], [-2.527, 2.925, -0.283], [3.875, -1.532, -1.830], [2.271, -1.244, -2.675], [2.441, -2.622, -1.531], [4.500, -1.285, 0.229], [3.293, -1.764, 1.467], [3.937, -0.108, 1.443], [4.016, 0.904, -1.328], [3.005, 1.864, -0.162], [2.411, 1.515, -1.787], [-0.186, 0.605, -4.572], [-0.755, -0.645, -4.800], [-0.495, -1.250, -6.024], [0.287, -0.654, -7.018], [0.830, 0.601, -6.764], [0.618, 1.205, -5.543], [-0.212, 1.393, -2.885], [1.344, 1.213, -2.844], [-1.313, -1.116, -3.996], [-0.867, -2.260, -6.103], [0.458, -1.172, -7.962], [1.364, 1.134, -7.533], [1.071, 2.154, -5.331], [2.316, -1.541, 4.751], [0.864, -1.425, 4.735], [0.011, -1.909, 3.779], [0.446, -3.060, 2.410], [-1.215, -1.441, 4.142], [-1.171, -0.741, 5.343], [-2.130, 0.012, 6.021], [-1.681, 0.759, 7.114], [-0.339, 0.748, 7.501], [0.611, 0.007, 6.804], [0.160, -0.714, 5.713], [2.607, -2.262, 3.974], [2.672, -1.901, 5.726], [2.789, -0.562, 4.560], [-2.053, -1.622, 3.615], [-3.168, -0.048, 5.695], [-2.379, 1.343, 7.703], [0.005, 1.360, 8.312], [1.667, -0.018, 7.053]]}

[5]
{"formula": "C25H45N14O8", "method": "ωB97M-V with the def2-TZVPD basis set", "de_lowest_kj_mol": 66.6, "total_charge": 1, "mol_weight_g_mol": 669.73, "homo_ev": -10.865, "lumo_ev": -1.6, "largest_force_ev_per_a": 0.822, "elements": ["N", "C", "N", "H", "C", "H", "C", "H", "H", "C", "N", "H", "H", "C", "N", "C", "O", "C", "C", "N", "C", "O", "N", "H", "H", "H", "H", "N", "C", "O", "C", "N", "C", "O", "C", "N", "C", "O", "C", "N", "H", "H", "H", "C", "N", "C", "O", "H", "H", "H", "H", "H", "C", "O", "H", "H", "H", "H", "H", "C", "N", "C", "O", "C", "H", "H", "C", "N", "H", "H", "C", "C", "H", "H", "C", "N", "H", "H", "H", "H", "H", "H", "H", "H", "H", "H", "H", "H", "H", "H", "H", "H"], "coordinates": [[3.900, 3.334, -2.773], [4.388, 3.026, -1.573], [5.478, 3.632, -1.096], [5.890, 4.398, -1.601], [6.065, 3.195, 0.155], [6.685, 3.998, 0.553], [4.933, 2.862, 1.120], [5.333, 2.534, 2.077], [4.326, 3.756, 1.267], [4.049, 1.770, 0.515], [3.847, 2.027, -0.899], [3.042, 1.525, -1.298], [4.523, 0.785, 0.623], [2.668, 1.715, 1.227], [2.096, 0.383, 1.200], [1.787, -0.277, 0.064], [1.973, 0.142, -1.071], [1.211, -1.640, 0.273], [1.825, -2.559, 1.032], [1.498, -3.893, 1.208], [0.722, -4.731, 0.439], [0.356, -4.482, -0.701], [0.509, -5.942, 1.006], [-0.112, -6.558, 0.507], [0.550, -6.061, 2.002], [1.873, -4.307, 2.048], [2.691, -2.252, 1.601], [0.082, -1.915, -0.500], [-0.974, -1.113, -0.561], [-1.068, -0.031, 0.017], [-2.096, -1.660, -1.456], [-1.576, -1.950, -2.775], [-1.070, -1.096, -3.697], [-0.417, -1.501, -4.632], [-1.374, 0.401, -3.550], [-0.116, 1.072, -3.318], [0.151, 2.132, -2.554], [1.249, 2.674, -2.580], [-0.955, 2.643, -1.619], [-1.892, 3.440, -2.399], [-2.642, 3.785, -1.807], [-1.415, 4.246, -2.791], [-1.496, 1.788, -1.200], [-0.322, 3.399, -0.438], [0.528, 2.505, 0.314], [1.780, 2.840, 0.633], [2.234, 3.962, 0.508], [0.198, 1.550, 0.384], [-1.115, 3.796, 0.206], [0.302, 4.226, -0.791], [0.628, 0.775, -3.941], [-2.054, 0.609, -2.726], [-2.001, 0.907, -4.876], [-1.962, 2.294, -4.994], [-2.252, 2.703, -4.158], [-1.429, 0.504, -5.716], [-3.032, 0.523, -4.937], [-1.277, -2.908, -2.924], [-2.891, -0.908, -1.510], [-2.681, -2.961, -0.865], [-3.193, -2.808, 0.470], [-2.522, -3.189, 1.571], [-1.388, -3.641, 1.559], [-3.332, -3.082, 2.853], [-4.073, -3.886, 2.830], [-2.662, -3.273, 3.690], [-4.058, -1.745, 3.058], [-5.069, -1.585, 2.009], [-5.468, -0.653, 2.038], [-5.827, -2.246, 2.151], [-3.096, -0.552, 3.024], [-2.065, -0.574, 4.164], [-2.037, 0.405, 4.650], [-2.367, -1.295, 4.925], [-0.641, -0.906, 3.697], [-0.043, 0.143, 2.877], [-0.102, 1.029, 3.372], [-0.593, 0.240, 2.024], [-0.001, -1.047, 4.573], [-0.632, -1.826, 3.110], [-3.695, 0.359, 3.094], [-2.594, -0.535, 2.054], [-4.523, -1.773, 4.060], [-4.071, -2.309, 0.641], [-1.903, -3.730, -0.832], [-3.489, -3.301, -1.520], [0.043, -2.892, -0.844], [1.533, 0.115, 2.027], [2.827, 1.960, 2.281], [6.696, 2.315, -0.016], [2.943, 3.039, -2.971], [4.256, 4.131, -3.272]]}